No. 1
The following is a quantum chemistry calculation of a molecular structure, C2H6P5 at a distorted geometry, from the Open Molecules 2025 dataset.

Each line ends with the natural charge from an NBO analysis.
Atoms and positions in Å:
C (2.957, 0.683, -0.369)  -0.8896
C (-2.975, -0.816, 0.550)  -0.8840
P (0.138, 0.762, -1.455)  0.1258
P (1.282, 0.073, 0.127)  0.3554
P (0.072, -1.546, -0.587)  0.2053
P (-0.340, 1.433, 0.917)  0.2017
P (-1.181, -0.791, 1.098)  0.3201
H (3.342, -0.002, -1.149)  0.2775
H (2.687, 1.580, -0.993)  0.2647
H (3.713, 0.975, 0.329)  0.2779
H (-3.168, 0.196, 0.404)  0.2398
H (-3.374, -1.211, 1.451)  0.2566
H (-3.153, -1.336, -0.322)  0.2486

For the LUMO energy, the calculation gives -5.2358 eV. The calculation puts the HOMO-LUMO gap at 7.03 eV. The charge is +1.

=====

No. 2
The following is a quantum chemistry calculation of 2 unconnected molecules or ions with the total composition C2H6S at a distorted geometry, from the Open Molecules 2025 dataset.

Each line ends with the Mulliken spin population.
Atoms and positions in Å:
S (-0.843, -0.097, 2.759)  1.1917
H (-0.614, -0.623, 1.567)  -0.1235
H (-0.613, -1.349, 3.263)  -0.2950
C (0.021, 0.453, -1.848)  0.1226
C (0.675, 0.322, -0.685)  0.5677
H (-0.740, 1.185, -2.064)  -0.0369
H (0.362, -0.216, -2.634)  -0.0177
H (0.242, 0.686, 0.246)  -0.1767
H (1.510, -0.360, -0.603)  -0.2322

For the LUMO energy (spin up / spin down), the calculation gives 3.7542 / 3.7260 eV. The calculation puts the HOMO-LUMO gap (spin up / spin down) at 2.57 / 9.00 eV. The charge is -1. The spin multiplicity is 2.

=====

No. 3
The following is a quantum chemistry calculation of 2 unconnected molecules or ions with the total composition C2H6S2 at a distorted geometry, from the Open Molecules 2025 dataset.

Each line ends with the Mulliken spin population.
Atoms and positions in Å:
S (-1.179, 0.622, -2.446)  0.4553
S (0.905, 0.149, -2.555)  0.4698
H (-1.783, -0.494, -2.898)  0.0410
H (1.158, -0.344, -1.326)  0.0326
C (0.077, -1.343, 5.395)  -0.0001
C (0.593, -0.151, 5.144)  0.0026
H (0.220, -2.225, 4.807)  0.0002
H (-0.641, -1.464, 6.196)  0.0000
H (1.240, 0.150, 4.355)  -0.0012
H (0.350, 0.700, 5.800)  -0.0002

For the LUMO energy (spin up / spin down), the calculation gives 3.0634 / 3.0531 eV. The calculation puts the HOMO-LUMO gap (spin up / spin down) at 2.91 / 7.45 eV. The charge is -1. The spin multiplicity is 2.

=====

No. 4
The following is a quantum chemistry calculation of 2 unconnected molecules or ions with the total composition C2H6S2 at a distorted geometry, from the Open Molecules 2025 dataset.

Each line ends with the natural charge from an NBO analysis.
Atoms and positions in Å:
S (1.453, -0.282, -0.742)  -0.1363
S (-0.258, -1.357, -0.472)  -0.1316
H (0.836, 0.870, -0.355)  0.1394
H (0.311, -2.316, 0.282)  0.1323
C (-1.713, 1.204, 0.991)  -0.3759
C (-0.789, 2.101, 1.328)  -0.4125
H (-2.217, 1.096, 0.039)  0.1967
H (-1.882, 0.374, 1.679)  0.1951
H (-0.310, 2.667, 0.535)  0.1891
H (-0.528, 2.249, 2.363)  0.2037

For the LUMO energy, the calculation gives 0.4246 eV. The calculation puts the HOMO-LUMO gap at 9.25 eV.

=====

No. 5
The following is a quantum chemistry calculation of 2 unconnected molecules or ions with the total composition C2H6Se at a distorted geometry, from the Open Molecules 2025 dataset.

Each line ends with the natural charge from an NBO analysis.
Atoms and positions in Å:
C (-0.136, 1.483, -0.035)  -0.7809
C (0.008, -1.412, 0.152)  -0.7532
Se (-1.283, -0.089, -0.197)  0.3192
H (0.445, 1.603, -0.947)  0.2197
H (-0.777, 2.352, 0.113)  0.2312
H (0.517, 1.356, 0.827)  0.2178
H (-0.436, -2.350, 0.450)  0.2233
H (0.860, -1.870, -1.161)  0.1111
H (0.802, -1.074, 0.797)  0.2117

For the LUMO energy, the calculation gives 0.7934 eV. The calculation puts the HOMO-LUMO gap at 8.98 eV.

=====

No. 6
The following is a quantum chemistry calculation of 2 unconnected molecules or ions with the total composition C2H6Se2 at a distorted geometry, from the Open Molecules 2025 dataset.

Each line ends with the natural charge from an NBO analysis.
Atoms and positions in Å:
C (1.210, -0.644, -0.278)  -0.6790
C (-1.323, -0.490, 0.375)  -0.7103
Se (1.671, 1.272, -0.470)  0.1261
Se (-1.528, 1.280, 0.338)  0.2506
H (1.906, -1.344, 0.374)  0.2170
H (1.044, -1.056, -1.287)  0.1792
H (-1.082, -1.005, 1.334)  0.2372
H (-1.265, -1.036, -0.589)  0.2402
H (0.877, 1.384, -1.559)  0.0544
H (-1.511, 1.640, 1.762)  0.0845

For the LUMO energy (spin up / spin down), the calculation gives 0.3806 / 0.2009 eV. The calculation puts the HOMO-LUMO gap (spin up / spin down) at 8.00 / 7.44 eV.

=====

No. 7
The following is a quantum chemistry calculation of a single C2H7BO molecule at a distorted geometry, from the Open Molecules 2025 dataset.

Each line ends with the natural charge from an NBO analysis.
Atoms and positions in Å:
B (-0.116, 0.170, -0.203)  1.0665
C (-1.136, -0.370, 0.853)  -1.0461
C (1.404, 0.334, -0.085)  -1.0428
O (-0.803, 0.032, -1.732)  -0.9456
H (-1.315, -0.026, 1.789)  0.2467
H (-0.759, -1.347, 1.084)  0.2538
H (-2.167, -0.309, 0.474)  0.2543
H (1.746, -0.484, 0.597)  0.2542
H (1.543, 1.175, 0.611)  0.2527
H (1.950, 0.372, -0.920)  0.2342
H (-0.347, 0.453, -2.468)  0.4719

For the LUMO energy, the calculation gives 0.5348 eV. The calculation puts the HOMO-LUMO gap at 11.15 eV.

=====

No. 8
The following is a quantum chemistry calculation of 2 unconnected molecules or ions with the total composition C2H7BO at a distorted geometry, from the Open Molecules 2025 dataset.

Each line ends with the natural charge from an NBO analysis.
Atoms and positions in Å:
B (-1.744, 0.327, 0.629)  0.7219
C (0.978, 0.550, -0.021)  -0.5972
C (0.495, -0.813, -0.538)  -0.0570
O (-0.721, -0.787, -1.045)  -0.6976
H (-1.186, 0.314, 1.599)  -0.1273
H (-2.772, 0.607, 0.154)  -0.1037
H (1.834, 0.364, 0.677)  0.2119
H (1.114, 1.235, -0.858)  0.2152
H (0.149, 0.929, 0.533)  0.1556
H (0.733, -1.577, 0.208)  0.1151
H (1.120, -1.150, -1.338)  0.1629

For the LUMO energy, the calculation gives -0.8935 eV. The calculation puts the HOMO-LUMO gap at 7.98 eV.

=====

No. 9
The following is a quantum chemistry calculation of 2 unconnected molecules or ions with the total composition C2H7BO3 at a distorted geometry, from the Open Molecules 2025 dataset.

Each line ends with the natural charge from an NBO analysis.
Atoms and positions in Å:
B (0.563, -0.316, -1.031)  1.0061
C (0.508, 1.202, -0.771)  -0.7642
C (-0.919, 0.589, 1.230)  0.0414
O (-0.209, -0.922, -1.969)  -0.9209
O (1.483, -1.091, -0.230)  -0.9051
O (-0.138, 0.049, 2.198)  -0.6809
H (-0.263, 1.682, -1.487)  0.2107
H (1.247, 1.921, -0.261)  0.2349
H (-1.340, 1.489, 1.590)  0.1647
H (-1.770, 0.058, 0.842)  0.1543
H (-0.613, -1.798, -1.849)  0.4994
H (1.503, -1.974, -0.531)  0.4677
H (-0.052, -0.889, 2.269)  0.4919

For the LUMO energy (spin up / spin down), the calculation gives 0.2784 / 0.2017 eV. The calculation puts the HOMO-LUMO gap (spin up / spin down) at 8.50 / 8.33 eV.

=====

No. 10
The following is a quantum chemistry calculation of a molecular structure, C2H7BrNO3V at a distorted geometry, from the Open Molecules 2025 dataset.

Each line ends with the Mulliken spin population.
Atoms and positions in Å:
V (0.977, 2.685, 1.493)  3.1030
Br (0.415, 0.415, 0.244)  -0.1034
C (3.631, 0.346, -2.942)  0.0001
O (3.409, 1.332, -1.970)  0.0006
H (2.709, 0.178, -3.500)  0.0002
H (4.464, 0.602, -3.596)  0.0000
H (3.800, -0.655, -2.546)  0.0000
H (2.716, 1.035, -1.376)  -0.0002
C (-2.558, -1.002, 2.129)  0.0044
N (-3.980, -0.593, 1.875)  0.0000
O (-4.441, 0.237, 2.711)  0.0000
O (-4.585, -1.287, 1.013)  0.0000
H (-2.299, -1.606, 1.259)  -0.0008
H (-2.428, -1.497, 3.092)  0.0000
H (-1.831, -0.191, 2.115)  -0.0038

For the LUMO energy (spin up / spin down), the calculation gives -8.0749 / -7.6787 eV. The calculation puts the HOMO-LUMO gap (spin up / spin down) at 4.92 / 5.31 eV. The charge is +1. The spin multiplicity is 4.